[1]
19
Properties=species:S:1:pos:R:3:forces:R:3 method="wB97M-V/def2-TZVPD" relative_energy_ev=1.118 e_homo_ev=-4.78 energy_ev=-31429.884 total_charge=-1 gap_ev=7.624
I 3.325 -0.444 -0.014 1.1 -0.2 -0.5
S 0.121 0.339 -1.481 0.7 0.8 -1.6
O -1.503 2.345 0.571 0.7 1.0 0.3
O 0.796 0.403 1.096 -3.3 -0.8 0.5
O -3.024 0.763 0.149 -0.3 -0.5 -0.1
C -0.743 0.050 -0.016 -0.7 1.7 1.9
C 1.195 1.773 -0.904 -4.4 -2.6 4.0
C 1.629 1.081 0.451 0.5 1.6 -1.3
C -1.893 1.225 0.308 0.9 -1.0 -0.2
C -0.109 -2.345 -0.085 -2.6 -0.3 0.0
C -1.285 -1.351 0.355 2.9 1.5 -2.3
H 0.787 -2.022 0.444 0.0 -0.6 0.1
H 0.646 2.696 -0.664 -0.3 -0.6 0.1
H 2.233 1.791 0.987 0.3 0.2 0.6
H -2.218 -1.368 -0.230 0.3 -0.5 0.4
H 2.025 2.009 -1.382 3.5 0.4 -3.1
H 0.104 -2.360 -1.195 -0.5 0.2 1.3
H -1.495 -1.273 1.424 0.1 -0.5 -0.1
H -0.591 -3.312 0.184 1.3 0.0 0.0

[2]
22
Properties=species:S:1:pos:R:3:forces:R:3 method="wB97M-V/def2-TZVPD" relative_energy_ev=5.198 e_homo_ev=-6.69 energy_ev=-19491.875 gap_ev=6.150
Rb 0.077 1.973 0.253 0.5 0.5 0.2
O -2.351 -1.030 1.388 -0.5 -1.0 3.7
O 1.967 0.264 -0.578 0.5 0.2 0.0
O 0.244 -0.780 0.466 0.9 0.1 4.1
O -1.251 -2.400 0.093 -0.7 0.6 -1.8
O -1.511 0.099 -0.055 -3.3 0.8 -7.1
O 2.435 -1.867 -0.277 -0.5 0.0 0.7
C 1.403 -1.033 -0.640 -1.2 -0.2 -1.5
C 3.338 -1.196 0.610 0.1 -0.1 0.2
C -3.500 -0.708 0.611 0.7 0.4 0.0
C -2.975 0.089 -0.613 2.0 0.9 3.0
C -1.234 -1.199 0.538 1.5 -1.1 -2.2
C 3.163 0.271 0.227 0.0 -0.1 -0.1
Li -0.356 -1.940 -1.522 0.5 0.0 0.7
H 4.348 -1.576 0.419 -0.2 0.1 0.0
H -3.346 -0.325 -1.563 1.3 -0.1 0.0
H -3.148 1.179 -0.579 -0.6 -0.6 -0.1
H 3.067 -1.403 1.654 0.0 0.1 -0.2
H 3.065 0.915 1.112 -0.2 -0.1 -0.1
H 3.971 0.678 -0.393 0.0 -0.2 0.1
H -3.960 -1.643 0.262 -0.3 0.4 0.5
H -4.074 -0.017 1.243 -0.5 -0.8 -0.2

[3]
22
Properties=species:S:1:pos:R:3:forces:R:3 method="wB97M-V/def2-TZVPD" relative_energy_ev=1.452 e_homo_ev="-7.13 / -7.52" energy_ev=-28770.560 spin_multiplicity=2 gap_ev="7.029 / 6.247"
Tl -0.982 1.762 -0.972 1.7 5.2 -3.2
Mg 2.356 1.793 0.689 -0.3 -0.2 -0.2
O -2.366 0.653 -0.239 -4.0 -2.8 2.8
O -0.220 -0.769 0.436 0.2 -0.2 0.6
O 1.868 -0.282 1.181 0.2 0.3 0.4
O -2.108 -1.794 0.072 -0.3 0.6 -0.1
O 1.672 -1.229 -0.830 0.2 0.0 -0.1
O 0.993 0.909 -0.496 2.2 -0.6 0.7
C 2.640 -1.484 1.257 0.1 -0.3 0.1
C 1.047 -0.314 -0.003 -0.7 -0.5 -0.4
C -2.725 -1.160 1.222 0.2 -0.3 0.1
C -3.248 0.194 0.729 -0.7 -0.6 -0.3
C 2.202 -2.251 -0.001 -0.1 -0.2 0.0
C -1.155 -1.086 -0.536 0.5 -0.7 0.0
H 1.427 -2.997 0.227 0.2 0.2 0.0
H 3.035 -2.727 -0.527 -0.2 0.1 0.1
H -3.540 -1.825 1.533 0.3 0.1 0.1
H 3.703 -1.216 1.238 -0.2 -0.1 0.0
H -4.251 0.047 0.281 0.3 0.0 0.1
H -1.979 -1.013 2.012 -0.2 -0.2 -0.1
H 2.402 -2.018 2.183 0.1 0.1 -0.2
H -3.417 0.813 1.634 0.4 0.2 -0.5